(1)
The following is a quantum chemistry calculation of a molecular structure, C25H44N2O3SSiW at a distorted geometry, from the Open Molecules 2025 dataset.

CARTESIAN COORDINATES (ANGSTROEM)
C: 1.71 -2.38 -1.84
C: 0.79 -1.72 -2.73
H: 2.19 -1.59 -1.24
H: 2.29 -3.28 -2.14
H: 1.16 -2.81 -0.94
H: -0.17 -2.11 -2.36
H: 0.59 -0.63 -2.72
H: 0.95 -1.92 -3.77
C: -1.97 -3.03 2.72
C: -2.62 -3.73 3.69
C: -3.98 -4.00 3.49
C: -4.75 -3.53 2.43
H: -0.90 -2.87 2.63
H: -2.03 -4.03 4.57
H: -4.45 -4.57 4.29
H: -5.78 -3.88 2.26
N: -2.76 -2.39 1.78
C: -4.18 -2.62 1.56
C: -4.78 -2.09 0.30
N: -4.00 -1.15 -0.53
C: -4.22 -0.99 -1.91
C: -6.22 -2.30 -1.68
C: -5.32 -1.57 -2.44
H: -3.44 -0.47 -2.49
H: -5.48 -1.41 -3.49
C: -5.91 -2.55 -0.35
H: -6.61 -3.14 0.20
H: -7.13 -2.62 -2.15
W: -2.46 -2.01 -0.01
C: -2.40 -3.85 -1.04
H: -3.41 -3.98 -1.52
H: -2.31 -4.60 -0.21
H: -1.60 -4.04 -1.80
C: 1.36 1.95 -3.69
C: 2.10 1.81 -2.37
C: 3.02 0.61 -2.44
C: 2.88 3.06 -1.99
O: 1.00 1.59 -1.34
Si: 0.87 1.14 0.23
S: -0.87 -0.24 0.40
O: 2.26 0.37 0.58
C: 3.29 0.12 1.61
C: 2.92 -1.13 2.39
C: 4.58 -0.06 0.84
C: 3.39 1.31 2.54
O: 0.86 2.45 1.25
C: 0.54 3.90 1.24
C: -0.55 4.15 2.27
C: 1.79 4.65 1.66
C: 0.07 4.31 -0.12
H: 2.03 2.00 -4.56
H: 0.77 2.87 -3.69
H: 0.69 1.10 -3.85
H: 3.97 0.90 -2.91
H: 3.24 0.23 -1.44
H: 2.55 -0.18 -3.04
H: 2.26 3.96 -2.11
H: 3.28 3.02 -0.97
H: 3.74 3.15 -2.67
H: 3.04 -2.02 1.76
H: 3.59 -1.25 3.26
H: 1.89 -1.07 2.77
H: 4.81 0.85 0.27
H: 5.41 -0.25 1.52
H: 4.50 -0.90 0.15
H: 3.67 2.24 2.01
H: 2.45 1.50 3.08
H: 4.18 1.11 3.27
H: -0.19 3.89 3.27
H: -0.86 5.20 2.30
H: -1.44 3.56 2.03
H: 2.61 4.51 0.96
H: 1.59 5.73 1.71
H: 2.11 4.33 2.66
H: 0.83 4.21 -0.90
H: -0.83 3.78 -0.44
H: -0.18 5.38 -0.07

Kohn-Sham gap (alpha / beta) = 5.253 / 5.669 eV
Multiplicity = 3
Energy = -56283.8623 eV
Energy relative to the best compared isomer or geometry (same formula, charge and spin) = 50.53 kcal per mole
Molar mass = 664.6 g/mol
Net charge = +2


(2)
The following is a quantum chemistry calculation of 9 unconnected molecules or ions with the total composition C44H64Cl6F4O9 at a distorted geometry, from the Open Molecules 2025 dataset.

CARTESIAN COORDINATES (ANGSTROEM)
C: -1.20 -2.74 -5.44
Cl: -1.79 -3.67 -6.77
Cl: -0.20 -3.75 -4.42
Cl: -2.41 -1.92 -4.58
H: -0.54 -2.00 -5.83
C: -4.90 3.24 -1.13
Cl: -4.86 4.02 -2.67
Cl: -4.21 4.17 0.22
Cl: -4.03 1.67 -1.31
H: -5.94 3.04 -0.92
F: -4.00 -5.74 2.52
C: -4.20 -4.51 1.95
C: -4.32 -4.46 0.55
C: -4.43 -3.19 -0.05
C: -4.54 -2.02 0.72
C: -4.45 -2.10 2.12
C: -4.27 -3.37 2.72
H: -4.13 -5.36 -0.09
H: -4.47 -3.17 -1.12
H: -4.58 -1.06 0.23
H: -4.41 -1.18 2.73
H: -4.17 -3.46 3.78
F: -2.04 1.47 -5.34
C: -1.25 2.56 -5.54
C: -1.85 3.77 -5.92
C: -1.08 4.91 -6.11
C: 0.26 4.85 -5.92
C: 0.90 3.66 -5.50
C: 0.11 2.51 -5.35
H: -2.92 3.82 -6.09
H: -1.62 5.78 -6.46
H: 0.90 5.74 -6.00
H: 1.93 3.66 -5.23
H: 0.53 1.57 -5.00
F: 0.87 3.82 0.07
C: 1.84 4.65 -0.46
C: 1.71 5.18 -1.69
C: 2.69 5.93 -2.22
C: 3.84 6.27 -1.45
C: 3.90 5.74 -0.21
C: 2.86 4.98 0.39
H: 0.82 4.95 -2.23
H: 2.56 6.33 -3.27
H: 4.58 6.90 -1.90
H: 4.74 5.97 0.40
H: 2.87 4.63 1.42
F: -1.24 -2.11 1.01
C: -0.73 -1.14 0.25
C: 0.22 -0.29 0.77
C: 0.65 0.83 0.02
C: 0.06 1.07 -1.23
C: -0.79 0.11 -1.76
C: -1.19 -1.00 -1.01
H: 0.61 -0.45 1.73
H: 1.39 1.49 0.46
H: 0.39 1.91 -1.86
H: -1.20 0.24 -2.77
H: -1.89 -1.70 -1.40
C: 1.94 2.46 5.32
O: 2.26 2.64 3.95
C: 3.23 1.82 3.28
C: 3.33 0.32 3.74
O: 2.19 -0.44 3.30
C: 2.20 -1.73 3.82
C: 3.20 -2.55 3.01
O: 4.53 -2.24 3.41
C: 5.46 -2.93 2.62
H: 1.23 3.27 5.58
H: 2.85 2.48 5.97
H: 1.38 1.57 5.53
H: 4.25 2.12 3.53
H: 3.08 1.91 2.17
H: 3.29 0.39 4.83
H: 4.32 -0.08 3.49
H: 1.26 -2.23 3.62
H: 2.40 -1.72 4.90
H: 3.10 -2.40 1.93
H: 2.97 -3.65 3.21
H: 5.33 -2.66 1.54
H: 5.43 -4.01 2.64
H: 6.47 -2.59 2.85
C: -4.36 4.26 4.44
O: -3.73 5.22 3.59
C: -2.36 5.19 3.63
C: -1.71 3.85 3.38
O: -2.09 3.40 2.11
C: -1.73 2.09 1.77
C: -2.67 1.00 2.30
O: -2.55 0.93 3.73
C: -1.43 0.27 4.17
H: -4.12 3.24 4.03
H: -5.43 4.45 4.39
H: -4.07 4.34 5.51
H: -1.98 5.63 4.60
H: -1.99 5.97 2.92
H: -1.92 3.18 4.24
H: -0.60 3.97 3.42
H: -0.71 1.90 2.16
H: -1.66 2.08 0.68
H: -2.31 0.04 1.89
H: -3.70 1.18 1.97
H: -1.37 0.28 5.26
H: -0.47 0.72 3.82
H: -1.33 -0.80 3.90
C: -0.12 -7.26 -5.38
O: 0.49 -6.97 -4.13
C: 1.89 -6.80 -4.20
C: 2.44 -6.48 -2.86
O: 2.07 -5.21 -2.41
C: 1.30 -5.23 -1.25
C: 1.09 -3.84 -0.79
O: 2.14 -3.32 -0.01
C: 3.13 -2.70 -0.73
H: 0.46 -8.13 -5.81
H: 0.00 -6.40 -6.06
H: -1.20 -7.43 -5.22
H: 2.05 -5.99 -4.94
H: 2.31 -7.71 -4.58
H: 3.52 -6.39 -2.89
H: 2.24 -7.34 -2.26
H: 1.71 -5.86 -0.44
H: 0.28 -5.70 -1.44
H: 0.23 -3.78 -0.12
H: 0.91 -3.19 -1.70
H: 3.80 -3.41 -1.23
H: 3.74 -2.10 -0.06
H: 2.72 -2.00 -1.46

Kohn-Sham gap = 9.331 eV
Energy = -151091.0584 eV
SMILES string = COCCOCCOC.COCCOCCOC.COCCOCCOC.ClC(Cl)Cl.ClC(Cl)Cl.Fc1ccccc1.Fc1ccccc1.Fc1ccccc1.Fc1ccccc1
Molar mass = 1025.7 g/mol
Net charge = 0


(3)
The following is a quantum chemistry calculation of a molecular structure, C17H27FNO2P2Ru at a distorted geometry, from the Open Molecules 2025 dataset.

CARTESIAN COORDINATES (ANGSTROEM)
Ru: 0.34 0.10 -0.22
P: -1.57 0.96 -0.90
C: -1.10 2.74 -0.64
C: -0.53 2.85 0.76
N: 0.15 1.76 1.18
C: 0.49 1.64 2.47
C: 0.37 2.73 3.34
C: -0.18 3.92 2.87
C: -0.65 3.97 1.57
C: 0.99 0.29 2.94
P: 1.36 -0.78 1.49
H: -1.11 4.85 1.11
H: 0.71 2.59 4.36
H: -0.25 4.79 3.52
H: 1.88 0.42 3.57
H: 0.22 -0.22 3.55
H: -0.31 2.91 -1.41
H: -1.96 3.39 -0.79
H: 1.91 0.64 -2.24
O: 1.19 1.36 -2.06
H: 1.66 2.01 -1.50
H: 2.09 -1.11 -1.55
O: 2.84 -0.56 -1.94
H: 3.25 -1.12 -2.63
C: 3.13 -0.39 1.19
H: 3.67 -0.43 2.14
H: 3.56 -1.10 0.48
H: 3.20 0.62 0.76
C: 1.32 -2.49 2.07
H: 1.44 -3.15 1.19
H: 2.13 -2.70 2.79
H: 0.35 -2.70 2.53
C: -3.09 0.74 0.06
H: -3.83 1.51 -0.18
H: -3.49 -0.26 -0.17
H: -2.86 0.78 1.13
C: -2.09 0.92 -2.63
H: -2.37 -0.12 -2.85
H: -2.94 1.59 -2.81
H: -1.25 1.20 -3.28
F: -1.47 -5.33 -2.64
C: -1.09 -4.10 -2.15
C: -0.45 -3.22 -3.01
C: -0.06 -1.98 -2.50
C: -0.26 -1.67 -1.14
C: -0.97 -2.56 -0.32
C: -1.37 -3.80 -0.82
H: -0.26 -3.48 -4.05
H: 0.38 -1.23 -3.17
H: -1.21 -2.26 0.70
H: -1.89 -4.51 -0.17

Kohn-Sham gap (alpha / beta) = 6.023 / 4.955 eV
Multiplicity = 6
Energy = -47509.6535 eV
Molar mass = 459.4 g/mol
Net charge = +2


(4)
The following is a quantum chemistry calculation of 2 unconnected molecules or ions with the total composition C2H10NO at a distorted geometry, from the Open Molecules 2025 dataset.

CARTESIAN COORDINATES (ANGSTROEM)
N: 1.48 1.39 -0.68
H: 1.94 2.26 -0.40
H: 0.60 1.22 -0.12
H: 1.38 1.47 -1.70
H: 2.14 0.65 -0.40
C: -1.20 -0.63 0.80
O: -0.25 0.33 1.15
C: -0.58 -1.42 -0.43
H: -1.60 -1.29 1.60
H: -2.06 0.04 0.48
H: -0.41 0.70 2.06
H: -1.34 -2.01 -0.95
H: -0.37 -0.68 -1.20
H: 0.27 -2.04 -0.21

Kohn-Sham gap (alpha / beta) = 14.501 / 7.575 eV
Multiplicity = 2
Energy = -5751.9912 eV
Energy relative to the best compared isomer or geometry (same formula, charge and spin) = 3.89 kcal per mole
Molar mass = 64.1 g/mol
Net charge = +2


(5)
The following is a quantum chemistry calculation of a molecular structure, C16H23F3GaO18S at a distorted geometry, from the Open Molecules 2025 dataset.

CARTESIAN COORDINATES (ANGSTROEM)
O: -2.69 2.66 3.83
S: -2.95 1.99 2.51
O: -2.10 2.72 1.48
Ga: -2.21 -0.21 2.54
O: -2.77 -1.26 1.07
C: -4.74 2.24 2.00
F: -5.51 1.08 2.01
F: -4.76 2.70 0.67
F: -5.33 3.18 2.84
H: -0.61 -0.19 2.51
H: -2.77 -0.90 3.87
H: -3.69 -0.99 0.89
C: 1.78 -2.39 6.09
C: 1.94 -2.84 4.67
O: 1.08 -1.97 3.96
C: 0.92 -0.85 4.71
O: 0.39 0.14 4.32
O: 1.45 -1.02 5.96
H: 2.69 -2.52 6.68
H: 0.95 -2.91 6.60
H: 2.97 -2.70 4.31
H: 1.66 -3.88 4.53
C: -0.45 -0.60 -2.34
C: -1.90 -0.94 -2.28
O: -1.94 -2.27 -2.80
C: -0.71 -2.81 -2.62
O: -0.45 -3.97 -2.79
O: 0.18 -1.87 -2.21
H: -0.14 0.07 -1.54
H: -0.16 -0.16 -3.30
H: -2.29 -0.95 -1.26
H: -2.51 -0.27 -2.88
C: 0.50 4.62 1.00
C: 1.69 5.51 1.24
O: 2.64 5.02 0.30
C: 1.95 4.40 -0.70
O: 2.44 4.03 -1.72
O: 0.64 4.27 -0.38
H: -0.44 5.13 1.17
H: 0.53 3.71 1.60
H: 1.48 6.56 1.01
H: 2.07 5.43 2.26
C: 3.06 -3.64 0.15
C: 2.11 -4.67 -0.39
O: 1.68 -5.35 0.78
C: 1.85 -4.50 1.83
O: 1.44 -4.70 2.93
O: 2.56 -3.40 1.46
H: 3.07 -2.73 -0.44
H: 4.08 -4.02 0.23
H: 1.24 -4.22 -0.88
H: 2.59 -5.36 -1.09
C: 0.32 2.35 -6.40
C: 0.13 1.11 -7.22
O: -0.72 0.31 -6.39
C: -1.38 1.16 -5.56
O: -2.29 0.85 -4.85
O: -0.88 2.42 -5.64
H: 0.44 3.24 -7.02
H: 1.17 2.28 -5.72
H: -0.39 1.30 -8.16
H: 1.06 0.59 -7.42

Kohn-Sham gap = 7.553 eV
Energy = -125184.4751 eV
Molar mass = 662.1 g/mol
Net charge = -1